Below is a structure of composition C30H39InN3OS at a distorted geometry, with properties calculated with ωB97M-V with the def2-TZVPD basis set.

The geometry in ORCA input format:
```
! RIJCOSX wB97M-V def2-TZVPD def2/J DEFGRID3
* xyz -1 1
In 0.418 -0.550 0.432
N 2.241 -0.640 3.708
N -0.231 1.525 1.997
C -1.188 -2.295 -0.743
C -1.537 -2.507 0.635
C -0.384 -3.027 1.314
C -0.236 -3.284 2.768
H -1.122 -2.955 3.325
H 0.629 -2.740 3.191
H -0.088 -4.357 2.968
C 0.685 -3.131 0.366
C 2.053 -3.632 0.653
H 2.095 -4.730 0.583
H 2.387 -3.344 1.660
H 2.792 -3.217 -0.045
C 0.185 -2.703 -0.919
C 0.923 -2.780 -2.206
H 2.003 -2.637 -2.057
H 0.590 -1.998 -2.903
H 0.785 -3.755 -2.703
C -2.803 -2.089 1.284
H -3.527 -2.916 1.375
H -3.288 -1.276 0.721
H -2.619 -1.693 2.296
C -2.044 -1.681 -1.793
H -1.435 -1.174 -2.559
H -2.695 -0.901 -1.371
H -2.679 -2.419 -2.310
C 3.523 -0.746 4.051
H 3.827 -1.673 4.536
C 4.466 0.261 3.806
H 5.490 0.138 4.158
C 4.053 1.403 3.101
H 4.758 2.199 2.860
C 2.706 1.547 2.783
H 2.296 2.445 2.306
C 1.821 0.491 3.099
C 0.427 0.461 2.684
H -0.219 -0.158 3.319
C -0.530 1.307 0.680
C -0.832 2.710 2.433
H -0.702 3.049 3.445
C -1.550 3.173 1.398
H -2.153 4.046 1.290
N -1.405 2.282 0.338
C -2.121 2.252 -0.888
C -3.524 2.116 -0.872
C -4.199 2.047 -2.101
H -5.290 1.950 -2.091
C -3.514 2.076 -3.314
C -4.236 2.117 -4.629
H -3.700 1.524 -5.377
H -4.315 3.138 -5.028
H -5.251 1.724 -4.529
C -2.115 2.104 -3.288
H -1.562 2.071 -4.233
C -1.403 2.188 -2.093
C 0.101 2.200 -2.162
H 0.581 2.847 -1.417
H 0.396 2.555 -3.162
H 0.536 1.192 -2.061
C -4.301 1.975 0.401
H -4.379 2.916 0.963
H -3.897 1.207 1.080
H -5.320 1.661 0.148
C 4.424 -0.510 0.022
S 3.356 0.801 -0.619
C 3.899 1.002 -2.332
O 2.060 -0.074 -0.864
H 5.378 -0.070 0.331
H 4.560 -1.306 -0.724
H 3.932 -0.925 0.907
H 3.810 0.074 -2.909
H 3.271 1.761 -2.812
H 4.937 1.356 -2.302
*
```

Lowest unoccupied orbital energy (alpha / beta) in eV: 2.32 / 2.31
Orbital gap (alpha / beta) in eV: 2.4 / 2.4
Relative energy (zero: lowest compared OMol25 entry of this formula, charge and spin) in kcal per mole: 0.0

These are the Löwdin partial charges, in e, on atoms 1 to 5:
1. In 0.83
2. N 0.08
3. N -0.10
4. C -0.32
5. C -0.30

Below is a cluster of 2 separate species, C30H39N4O in total at a distorted geometry, with properties calculated with ωB97M-V with the def2-TZVPD basis set.

The geometry in ORCA input format:
```
! RIJCOSX wB97M-V def2-TZVPD def2/J DEFGRID3
* xyz 1 1
C -0.817 -0.523 1.459
C -1.884 0.161 0.638
N -1.654 -0.069 -0.820
C -0.347 0.528 -1.195
C 0.747 -0.116 -0.387
N 0.211 -1.184 0.570
C -0.557 -2.204 -0.234
C -1.606 -1.537 -1.090
H -0.304 0.194 2.110
H -1.277 -1.317 2.058
H -2.885 -0.227 0.866
H -1.879 1.245 0.798
H -0.192 0.362 -2.268
H -0.397 1.604 -0.995
H 1.479 -0.619 -1.034
H 1.259 0.631 0.235
H 0.153 -2.776 -0.843
H -1.049 -2.864 0.490
H -2.609 -1.930 -0.879
H -1.389 -1.665 -2.157
C 3.681 -0.798 8.155
N 3.352 -0.302 6.844
C 3.094 1.023 6.623
O 3.050 1.911 7.472
C 2.886 1.200 5.124
C 3.897 2.167 4.509
C 5.316 1.732 4.783
C 5.896 2.001 6.027
C 7.186 1.556 6.317
C 7.913 0.855 5.350
C 7.359 0.631 4.087
C 6.066 1.082 3.798
N 2.997 -0.163 4.620
C 2.787 -0.477 3.329
C 2.878 -1.775 2.820
C 2.419 -2.129 1.559
C 2.906 -3.319 0.897
C 3.106 -3.351 -0.511
C 3.638 -4.476 -1.142
C 3.994 -5.609 -0.395
C 3.816 -5.600 0.997
C 3.281 -4.480 1.636
C 3.377 -1.139 5.659
C 4.793 -1.746 5.450
C 4.737 -3.127 6.094
C 3.252 -3.496 6.316
C 2.391 -2.329 5.845
H 3.496 0.000 8.878
H 3.058 -1.665 8.397
H 4.736 -1.099 8.218
H 1.857 1.571 4.971
H 3.710 2.240 3.433
H 3.712 3.146 4.974
H 5.325 2.564 6.770
H 7.612 1.766 7.299
H 8.922 0.504 5.579
H 7.926 0.110 3.315
H 5.627 0.927 2.809
H 2.520 0.357 2.670
H 3.383 -2.522 3.439
H 1.919 -1.368 0.978
H 2.864 -2.457 -1.090
H 3.777 -4.470 -2.225
H 4.403 -6.488 -0.893
H 4.095 -6.477 1.585
H 3.125 -4.496 2.717
H 5.014 -1.797 4.377
H 5.543 -1.082 5.900
H 5.231 -3.874 5.460
H 5.272 -3.115 7.052
H 3.005 -4.412 5.765
H 3.069 -3.702 7.379
H 1.613 -2.043 6.564
H 1.902 -2.553 4.894
*
```

Lowest unoccupied orbital energy in eV: -4.40
Orbital gap in eV: 6.4
Relative energy (zero: lowest compared OMol25 entry of this formula, charge and spin) in kcal per mole: 44.1

These are the Löwdin partial charges, in e, on atoms 1 to 5:
1. C -0.16
2. C -0.16
3. N -0.14
4. C -0.17
5. C -0.15

Below is an isolated molecule of C30H39N5O3S, with properties calculated with ωB97M-V with the def2-TZVPD basis set.

The geometry in ORCA input format:
```
! RIJCOSX wB97M-V def2-TZVPD def2/J DEFGRID3
* xyz 0 1
O -2.523 -3.801 -1.627
C -2.689 -2.784 -0.989
C -4.058 -2.253 -0.600
C -4.431 -1.068 -1.496
C -5.889 -0.626 -1.352
C -6.352 -0.267 0.060
C -5.809 1.053 0.613
N -4.396 1.006 0.965
C -4.036 0.353 2.112
S -5.112 -0.347 3.149
N -2.713 0.286 2.413
C -1.720 0.860 1.655
C -0.370 0.753 1.980
C 0.585 1.331 1.173
C 0.240 2.035 0.003
N 1.184 2.518 -0.874
C 1.043 3.829 -1.476
C 1.843 4.854 -0.656
O 3.200 4.490 -0.545
C 3.345 3.218 0.052
C 2.584 2.164 -0.760
C -1.120 2.160 -0.294
C -2.089 1.583 0.515
C -3.508 1.717 0.160
O -3.901 2.384 -0.773
N -1.662 -2.006 -0.570
C -0.278 -2.279 -0.888
C 0.323 -1.148 -1.724
C 1.808 -1.393 -1.970
N 2.517 -1.511 -0.707
C 3.954 -1.587 -0.904
C 4.730 -1.435 0.378
C 6.002 -1.982 0.492
C 6.740 -1.817 1.650
C 6.215 -1.104 2.714
C 4.946 -0.560 2.613
C 4.212 -0.722 1.452
C 2.018 -2.664 0.026
C 0.551 -2.455 0.384
H -4.053 -1.964 0.452
H -4.782 -3.057 -0.741
H -3.761 -0.229 -1.303
H -4.275 -1.364 -2.537
H -6.526 -1.439 -1.711
H -6.050 0.234 -2.007
H -7.439 -0.163 0.040
H -6.121 -1.076 0.752
H -5.917 1.846 -0.130
H -6.367 1.317 1.515
H -2.479 -0.195 3.272
H -0.078 0.224 2.875
H 1.618 1.244 1.464
H -0.001 4.131 -1.513
H 1.442 3.788 -2.495
H 1.830 5.832 -1.140
H 1.394 4.940 0.347
H 4.415 3.006 0.066
H 2.967 3.248 1.085
H 2.695 1.165 -0.345
H 2.993 2.160 -1.777
H -1.462 2.677 -1.176
H -1.852 -1.150 -0.074
H -0.283 -3.211 -1.463
H -0.199 -1.072 -2.678
H 0.202 -0.206 -1.188
H 2.226 -0.549 -2.526
H 1.932 -2.303 -2.585
H 4.249 -2.530 -1.399
H 4.241 -0.766 -1.573
H 6.416 -2.543 -0.335
H 7.727 -2.248 1.723
H 6.790 -0.977 3.619
H 4.528 -0.006 3.441
H 3.217 -0.314 1.372
H 2.610 -2.779 0.936
H 2.123 -3.589 -0.569
H 0.184 -3.308 0.955
H 0.459 -1.556 0.996
*
```

Lowest unoccupied orbital energy in eV: -0.12
Orbital gap in eV: 7.7
Relative energy (zero: lowest compared OMol25 entry of this formula, charge and spin) in kcal per mole: 0.0

These are the Löwdin partial charges, in e, on atoms 1 to 5:
1. O 0.06
2. C -0.49
3. C -0.10
4. C -0.18
5. C -0.19

Below is a structure of composition C30H40BN11O5ReS3 at a distorted geometry, with properties calculated with ωB97M-V with the def2-TZVPD basis set.

The geometry in ORCA input format:
```
! RIJCOSX wB97M-V def2-TZVPD def2/J DEFGRID3
* xyz 3 3
Re -0.992 0.623 0.412
C 3.028 -0.128 -0.648
C 2.242 0.130 0.656
N 0.849 -0.207 0.355
N 1.078 -1.251 -0.626
C 1.917 -0.508 -1.608
B -0.174 -2.058 -1.060
N -0.993 -1.224 -2.027
C -1.358 -1.308 -3.321
C -2.220 -0.272 -3.601
C -2.347 0.420 -2.399
N -1.594 -0.152 -1.456
N -1.000 -2.349 0.217
C -1.365 -3.521 0.777
C -2.131 -3.269 1.893
C -2.206 -1.877 1.961
N -1.526 -1.330 0.957
N 0.369 -3.353 -1.721
C -0.313 -4.206 -2.513
C 0.558 -5.047 -3.167
C 1.818 -4.661 -2.733
N 1.702 -3.651 -1.872
H 5.149 -0.037 -0.389
H 2.459 0.915 1.359
H 2.204 -1.157 -2.424
H -0.984 -2.086 -3.967
H -2.700 -0.056 -4.540
H -2.929 1.302 -2.178
H -1.068 -4.461 0.336
H -2.575 -3.988 2.559
H -2.702 -1.248 2.682
H -1.392 -4.159 -2.552
H 0.320 -5.836 -3.860
H 2.787 -5.075 -2.967
C -5.857 -0.185 1.487
N -5.162 0.775 2.337
C -5.649 1.053 3.703
C -4.687 2.143 4.207
N -3.694 2.189 3.116
C -4.070 1.458 2.063
S -3.322 1.462 0.487
H -6.880 0.151 1.325
H -5.877 -1.157 1.979
H -5.344 -0.256 0.534
H -5.606 0.140 4.296
H -6.683 1.389 3.660
H -4.218 1.884 5.152
H -5.178 3.108 4.308
H -3.024 2.929 3.019
C 3.368 -4.268 -0.169
C 2.797 -3.094 -0.975
C 2.084 -2.180 0.023
C 2.996 -1.125 0.506
C 4.418 -0.067 -1.205
C 4.633 -1.384 -1.942
C 3.957 -2.540 -1.844
S 4.902 1.435 -2.052
O 5.034 2.374 -0.981
O 5.960 1.077 -2.941
N 3.633 1.902 -2.964
C 2.818 3.053 -2.553
C 1.310 2.826 -2.779
C 0.779 1.764 -1.876
O -0.072 1.972 -1.018
O 1.256 0.563 -2.242
H 4.089 -3.890 0.556
H 3.894 -4.967 -0.817
H 2.575 -4.801 0.359
H 1.557 -2.762 0.780
H 3.903 -1.338 1.050
H 5.486 -1.393 -2.613
H 4.370 -3.341 -2.451
H 3.876 1.851 -3.948
H 3.111 3.945 -3.103
H 3.011 3.249 -1.500
H 1.131 2.508 -3.808
H 0.769 3.752 -2.597
O 1.380 2.748 1.528
S -0.058 2.508 1.807
C -0.296 2.611 3.598
C -0.735 4.061 3.892
C -0.450 4.914 2.652
C -0.898 4.058 1.468
H 0.698 2.362 3.970
H -1.006 1.853 3.928
H -0.224 4.438 4.775
H -1.804 4.078 4.116
H 0.614 5.133 2.566
H -0.985 5.862 2.673
H -0.568 4.375 0.480
H -1.974 3.883 1.443
*
```

Lowest unoccupied orbital energy (alpha / beta) in eV: -7.40 / -8.74
Orbital gap (alpha / beta) in eV: 8.3 / 6.9
Relative energy (zero: lowest compared OMol25 entry of this formula, charge and spin) in kcal per mole: 63.6

These are the Löwdin partial charges, in e, on atoms 1 to 5:
1. Re 1.17
2. C -0.18
3. C -0.08
4. N -0.11
5. N -0.01